Entry from the OMol25 dataset: a molecular structure, C18H31BClF2IN4O7PSi at a distorted geometry (ωB97M-V/def2-TZVPD).

Atoms and positions in Å:
C (-3.39, -1.36, 3.74)
O (-2.83, -0.53, 2.68)
B (-1.96, -1.25, 1.86)
O (-2.28, -2.61, 1.72)
C (-0.69, -0.52, 1.09)
P (0.78, -1.59, 1.66)
N (0.62, -3.14, 1.44)
C (-1.18, -0.69, -0.39)
C (-1.18, -2.06, -1.10)
C (0.15, -2.16, -2.01)
O (1.16, -2.96, -1.43)
Si (2.76, -2.45, -1.75)
C (3.08, -0.58, -1.59)
C (3.43, -3.06, -3.42)
C (3.84, -3.28, -0.40)
N (-1.62, 0.44, -0.88)
C (-2.30, 0.57, -2.18)
C (-1.57, 0.03, -3.45)
O (-1.90, -1.01, -3.87)
Cl (-0.30, 0.88, -4.38)
C (-1.42, 1.62, 0.05)
I (-3.57, 1.88, 0.59)
N (-1.01, 2.73, -0.73)
C (0.13, 2.68, -1.64)
C (-1.47, 4.08, -0.55)
C (-0.50, 5.12, 0.13)
O (-2.47, 4.56, -0.98)
C (-0.57, 1.08, 1.28)
C (0.97, 1.32, 1.03)
N (-0.91, 1.65, 2.60)
C (-0.24, 1.08, 3.73)
O (-0.74, 0.33, 4.47)
F (1.04, 1.45, 4.12)
C (-0.83, 3.08, 2.69)
O (0.14, 3.71, 2.82)
F (-1.99, 3.80, 2.70)
H (-3.83, -0.69, 4.53)
H (-2.62, -1.99, 4.25)
H (-4.22, -1.96, 3.32)
H (-1.78, -3.14, 2.36)
H (0.93, -1.34, 3.06)
H (1.99, -1.20, 1.00)
H (0.63, -3.66, 2.32)
H (-2.10, -2.23, -1.71)
H (-1.10, -2.91, -0.39)
H (-0.18, -2.64, -2.96)
H (0.45, -1.10, -2.24)
H (2.33, 0.06, -2.14)
H (4.06, -0.37, -2.09)
H (3.16, -0.20, -0.55)
H (4.36, -2.48, -3.64)
H (3.68, -4.14, -3.28)
H (2.68, -2.90, -4.23)
H (3.56, -2.77, 0.57)
H (4.92, -3.11, -0.60)
H (3.55, -4.34, -0.28)
H (-3.25, -0.02, -2.09)
H (-2.64, 1.62, -2.39)
H (0.52, 1.65, -1.80)
H (-0.19, 3.06, -2.65)
H (1.01, 3.33, -1.35)
H (-1.01, 5.72, 0.91)
H (0.46, 4.67, 0.45)
H (-0.24, 5.84, -0.70)
H (1.26, 0.78, 0.09)
H (1.67, 1.05, 1.84)
H (1.11, 2.41, 0.81)

Energy in eV: -83355.4449
E_LUMO in eV: -4.4
Energy relative to the best compared isomer or geometry (same formula, charge and spin) in kcal per mole: 43.8
Largest force on an atom in hartree/bohr: 0.0683
Charge: +1
Frontier orbital gap in eV: 7.71